# 1
This record from the Open Molecules 2025 dataset describes 5 unconnected molecules or ions with the total composition CH11NO4 at a distorted geometry. The level of theory is ωB97M-V with the def2-TZVPD basis set.

```
17
Properties=species:S:1:pos:R:3
C -2.344 -1.773 0.799
N -2.036 -0.829 -0.056
H -2.279 -2.787 0.362
H -2.785 -1.555 1.764
H -2.106 0.101 0.212
H -0.173 0.005 -0.272
H 0.312 1.146 -1.076
O -0.145 0.983 -0.232
H 2.969 0.194 -1.579
H 3.082 1.717 -1.358
O 2.487 1.055 -1.583
H -1.170 1.855 0.956
H -2.499 2.356 0.622
O -2.016 2.007 1.419
H 2.202 -1.368 -0.413
H 3.357 -1.487 0.683
O 3.144 -1.620 -0.251
```

spin multiplicity = 2
charge = +1
orbital gap (spin up / spin down) = 8.5 / 4.4 eV
HOMO (spin up / spin down) = -14.56 / -14.55 eV

Löwdin charges in e:
1. C 0.186
2. N 0.295
3. H 0.139
4. H 0.140
5. H 0.033
6. H 0.039
7. H 0.067
8. O -0.051
9. H 0.049
10. H 0.015
11. O -0.033
12. H 0.007
13. H 0.092
14. O -0.008
15. H 0.036
16. H 0.056
17. O -0.061


# 2
This record from the Open Molecules 2025 dataset describes 5 unconnected molecules or ions with the total composition CH11NO5 at a distorted geometry. The level of theory is ωB97M-V with the def2-TZVPD basis set.

```
18
Properties=species:S:1:pos:R:3
N -1.422 0.890 -1.420
C -2.182 -0.223 -1.298
O -2.069 -1.014 -0.388
H -1.509 1.203 -2.371
H -0.693 0.926 -0.721
H -2.740 -0.384 -2.254
O 1.794 1.658 -0.378
H 1.977 2.609 -0.393
H 1.654 1.559 0.583
O -0.183 1.214 1.955
H 0.138 0.305 1.884
H -0.494 1.329 2.850
O 2.644 -1.214 -0.617
H 2.872 -0.287 -0.458
H 2.493 -1.232 -1.568
O 0.178 -1.612 1.650
H -0.282 -1.506 0.799
H 1.059 -1.619 1.270
```

SMILES = NC=O.O.O.O.O
orbital gap = 10.6 eV
HOMO = -10.18 eV

Löwdin charges in e:
1. N 0.133
2. C -0.416
3. O 0.010
4. H 0.093
5. H 0.078
6. H 0.130
7. O -0.068
8. H 0.056
9. H 0.031
10. O -0.062
11. H -0.008
12. H 0.041
13. O -0.058
14. H 0.011
15. H 0.042
16. O -0.054
17. H 0.021
18. H 0.021


# 3
This record from the Open Molecules 2025 dataset describes 5 unconnected molecules or ions with the total composition CH11NO5 at a distorted geometry. The level of theory is ωB97M-V with the def2-TZVPD basis set.

```
18
Properties=species:S:1:pos:R:3
N -1.356 1.868 -1.389
C -2.136 1.392 -2.424
O -2.119 0.258 -2.835
H -1.710 2.740 -1.034
H -0.559 1.475 -0.920
H -2.874 2.158 -2.656
O 1.451 0.805 -0.679
H 2.023 1.569 -0.748
H 1.006 0.567 -1.512
O -0.854 0.237 1.332
H -0.592 -0.509 0.767
H -0.394 0.140 2.161
O 4.386 -2.166 3.798
H 4.641 -2.136 4.726
H 3.439 -2.048 3.900
O -1.084 -1.992 -0.730
H -1.738 -1.564 -1.298
H -1.530 -2.793 -0.461
```

SMILES = NC=O.O.O.O.O
orbital gap = 10.8 eV
HOMO = -10.24 eV

Löwdin charges in e:
1. N 0.132
2. C -0.395
3. O 0.008
4. H 0.089
5. H 0.042
6. H 0.118
7. O -0.057
8. H 0.045
9. H 0.048
10. O -0.073
11. H 0.001
12. H 0.025
13. O -0.058
14. H 0.031
15. H 0.027
16. O -0.048
17. H 0.026
18. H 0.041


# 4
This record from the Open Molecules 2025 dataset describes 5 unconnected molecules or ions with the total composition CH11NO5 at a distorted geometry. The level of theory is ωB97M-V with the def2-TZVPD basis set.

```
18
Properties=species:S:1:pos:R:3
N -0.649 0.667 1.231
C -1.848 0.206 0.822
O -2.575 0.744 0.005
H -0.154 0.059 1.855
H -0.199 1.339 0.636
H -2.110 -0.787 1.220
O 2.757 1.722 2.730
H 3.389 1.674 2.005
H 2.636 0.802 3.005
O 1.281 -0.024 -1.440
H 0.351 -0.241 -1.645
H 1.442 0.596 -2.163
O 0.260 -2.487 -0.191
H 0.876 -1.816 -0.529
H -0.378 -2.586 -0.909
O -1.382 0.015 -2.436
H -2.094 -0.625 -2.358
H -1.605 0.742 -1.840
```

SMILES = NC=O.O.O.O.O
orbital gap = 10.8 eV
HOMO = -10.43 eV

Löwdin charges in e:
1. N 0.149
2. C -0.414
3. O -0.020
4. H 0.095
5. H 0.104
6. H 0.132
7. O -0.066
8. H 0.034
9. H 0.033
10. O -0.083
11. H -0.011
12. H 0.052
13. O -0.066
14. H 0.003
15. H 0.033
16. O -0.055
17. H 0.055
18. H 0.026